This record from OMol25 describes an isolated molecule of C5H7F. The level of theory is ωB97M-V/def2-TZVPD.

```
13
Properties=species:S:1:pos:R:3:forces:R:3
C 1.361 1.713 -1.458 0.9 1.3 -1.0
C 0.674 1.116 -0.684 -2.7 -1.7 2.5
C -0.174 0.140 0.434 1.5 2.0 -3.6
C 0.787 -0.966 0.607 -0.9 -2.3 2.4
C -1.568 -0.301 -0.032 0.2 0.8 -0.4
F -0.261 0.823 1.593 -0.5 0.8 0.8
H 1.946 2.374 -2.113 -0.6 -0.9 0.7
H 0.246 -1.936 0.543 0.5 0.4 -0.1
H 1.510 -0.906 -0.132 1.6 -0.3 -1.0
H 1.203 -0.936 1.647 0.0 0.1 -1.1
H -2.275 0.445 0.333 -0.2 -0.3 0.4
H -1.736 -0.254 -1.129 0.6 -0.5 0.6
H -1.714 -1.310 0.392 -0.5 0.6 -0.3
```
Positions in Å, forces in eV/Å.

For the HOMO energy, the calculation gives -10.30 eV. The total charge is 0. As for the relative energy (zero: lowest compared OMol25 entry of this formula, charge and spin): 211.7 kJ/mol. The frontier orbital gap is 11.37 eV. Its total energy is -294.47292 Ha.


This record from OMol25 describes an isolated ion of composition C5H10NOS and charge -1. The level of theory is ωB97M-V/def2-TZVPD.

```
18
Properties=species:S:1:pos:R:3:forces:R:3
C -0.314 1.198 0.498 1.5 -2.4 2.1
C 0.559 -0.090 0.540 -1.4 0.9 0.8
C -1.065 0.620 -0.586 -0.8 0.6 -1.5
C 2.628 0.749 -0.406 2.0 1.0 -1.5
C -2.604 -1.622 0.067 0.3 1.8 4.1
N 1.732 -0.272 0.021 -0.8 2.0 1.4
O 2.185 -1.451 -0.073 1.6 -3.0 -0.8
S -2.687 0.223 -0.355 -1.3 -1.6 0.5
H -0.983 1.366 1.356 0.6 -0.2 0.3
H 0.435 1.946 0.454 0.0 1.6 -0.8
H 0.098 -1.038 0.796 0.0 0.3 0.2
H -1.029 1.085 -1.518 0.9 0.6 -1.7
H 2.854 0.568 -1.513 -0.2 0.0 1.3
H 2.221 1.791 -0.387 0.3 -0.9 0.5
H 3.665 0.652 0.125 -2.0 0.2 -0.7
H -3.585 -2.060 -0.092 0.3 -0.6 -0.6
H -2.473 -1.625 1.268 -0.5 -0.1 -2.3
H -1.637 -2.040 -0.198 -0.5 -0.3 -1.1
```
Positions in Å, forces in eV/Å.

For the HOMO energy, the calculation gives -1.79 eV. The total charge is -1. As for the relative energy (zero: lowest compared OMol25 entry of this formula, charge and spin): 585.1 kJ/mol. The frontier orbital gap is 5.43 eV. Its total energy is -724.53057 Ha.


This record from OMol25 describes a 2-piece molecular cluster, CH6N3O overall. The level of theory is ωB97M-V/def2-TZVPD.

```
11
Properties=species:S:1:pos:R:3:forces:R:3
C 1.609 -0.515 0.127 0.9 1.6 -0.2
N -2.581 0.218 0.351 -0.4 1.8 -0.7
N 0.167 -0.389 -0.169 -0.5 -0.2 -1.6
N -2.305 -0.819 0.206 0.0 -1.6 0.4
O -0.410 0.960 -0.228 2.5 1.0 0.7
H 1.867 -0.025 1.135 -0.6 -1.6 -1.0
H 2.293 0.105 -0.577 -1.2 -1.2 0.6
H 1.743 -1.631 -0.058 0.4 1.5 0.9
H -2.725 1.242 0.197 0.2 -0.7 0.5
H 0.255 1.620 0.181 -1.3 -1.6 -1.0
H 0.087 -0.764 -1.164 -0.1 1.0 1.5
```
Positions in Å, forces in eV/Å.

For the HOMO energy, the calculation gives -13.87 eV. The total charge is +1. As for the relative energy (zero: lowest compared OMol25 entry of this formula, charge and spin): 408.4 kJ/mol. The frontier orbital gap is 7.93 eV. Its total energy is -280.77782 Ha.


This record from OMol25 describes C26H34ClO2Pm as an isolated structure. The level of theory is ωB97M-V/def2-TZVPD.

```
64
Properties=species:S:1:pos:R:3:forces:R:3
O 0.522 -0.831 0.291 -0.4 -2.1 -0.5
C -0.861 -1.282 0.394 0.0 0.0 0.0
C -0.412 -2.734 0.477 -0.1 -0.2 -0.1
H -1.420 -0.997 -0.492 0.0 0.0 -0.2
H -1.348 -0.862 1.268 0.0 0.1 0.2
C 1.009 -2.234 0.179 -0.3 -0.2 -0.1
H -0.832 -3.407 -0.265 -0.1 0.0 0.0
H -0.517 -3.175 1.465 0.0 0.0 0.1
C 1.463 -2.516 -1.233 0.0 0.0 -0.1
H 0.773 -2.082 -1.953 -0.1 0.0 -0.1
H 1.496 -3.592 -1.399 0.0 -0.1 0.0
H 2.454 -2.116 -1.426 0.1 0.1 0.0
C 2.062 -2.547 1.207 0.0 0.0 0.1
H 1.675 -2.452 2.217 -0.1 0.0 0.1
H 2.914 -1.879 1.105 0.1 0.1 -0.1
H 2.414 -3.569 1.071 0.0 -0.1 0.0
Pm 1.294 1.207 0.755 -5.7 0.2 -2.6
C 2.161 2.111 2.750 0.1 0.9 1.9
C 0.839 2.578 2.612 0.0 0.6 2.8
C -0.022 1.468 2.767 -0.2 0.3 1.3
H 0.531 3.591 2.417 0.1 -0.3 0.3
C 0.766 0.330 2.978 0.0 -0.3 1.4
C 2.122 0.711 2.945 0.1 0.0 1.6
H 2.972 0.062 3.068 0.1 -0.1 0.0
H 3.047 2.718 2.709 0.1 0.1 0.0
H -1.091 1.492 2.668 -0.2 0.0 0.0
H 0.397 -0.674 3.090 0.0 -0.1 0.0
C 2.795 2.833 -0.194 1.4 0.4 -0.7
C 3.557 1.707 0.198 1.5 0.4 -0.7
C 3.149 0.609 -0.576 1.5 0.0 -1.3
H 4.314 1.686 0.963 0.1 0.0 0.0
C 2.131 1.058 -1.452 1.3 0.3 -1.5
C 1.931 2.431 -1.222 1.1 0.3 -1.8
H 1.180 3.040 -1.690 0.1 0.0 -0.1
H 2.849 3.818 0.236 0.1 0.0 0.0
H 3.565 -0.382 -0.523 0.0 -0.2 0.0
H 1.563 0.453 -2.137 -0.1 -0.1 -0.1
O -3.039 -4.687 -1.426 0.0 -0.1 0.0
C -2.373 -5.913 -1.105 0.0 0.1 0.0
C -3.284 -7.034 -1.579 0.0 -0.1 0.0
H -2.214 -5.968 -0.023 0.0 0.0 0.0
H -1.396 -5.918 -1.591 0.0 0.0 0.0
C -4.661 -6.408 -1.399 0.0 0.0 0.0
H -3.148 -7.954 -1.014 0.0 0.0 0.0
H -3.103 -7.254 -2.632 0.0 0.0 0.0
C -4.397 -4.963 -1.791 -0.1 0.1 -0.1
H -4.972 -6.470 -0.355 0.0 0.0 0.1
H -5.433 -6.874 -2.008 0.0 0.0 0.0
H -5.048 -4.253 -1.280 0.0 0.0 0.0
H -4.519 -4.820 -2.870 0.1 0.0 0.0
Cl 1.696 5.655 1.694 -0.2 -0.3 -0.1
C 0.556 5.918 0.379 -1.0 -0.1 -1.3
C 0.505 7.251 -0.035 0.0 -0.3 -0.1
C -0.335 7.642 -1.065 -0.2 -0.2 -0.1
C -1.149 6.699 -1.691 0.1 -0.4 0.4
C -1.121 5.355 -1.291 0.4 1.7 0.1
C -0.277 4.914 -0.257 -0.5 -0.8 -0.3
C -0.331 3.395 0.072 -1.2 1.9 -0.9
H 1.136 7.996 0.442 -0.1 -0.2 0.0
H -0.355 8.680 -1.374 0.0 0.0 0.0
H -1.803 7.015 -2.489 -0.1 0.0 -0.1
H -1.764 4.651 -1.801 0.1 -0.2 0.1
H -1.224 3.239 0.712 0.8 0.1 0.3
H 0.608 3.534 0.510 1.4 -1.2 2.2
```
Positions in Å, forces in eV/Å.

For the HOMO energy (alpha / beta), the calculation gives -6.07 / -6.09 eV. The total charge is 0. As for the multiplicity: 5. The frontier orbital gap (alpha / beta) is 6.28 / 6.30 eV. Its total energy is -2229.92796 Ha.


This record from OMol25 describes C31H53CaNO2Si2 as an isolated structure. The level of theory is ωB97M-V/def2-TZVPD.

```
90
Properties=species:S:1:pos:R:3:forces:R:3
O -0.687 -1.572 -2.070 0.0 -0.8 1.1
O -2.310 -0.439 -4.794 -0.7 -0.3 -1.1
C 0.297 -2.435 -2.714 -0.5 0.7 0.1
C 0.786 -3.573 -1.840 0.0 -0.2 -0.2
H 1.121 -1.755 -2.974 -0.2 -0.2 0.1
H -0.139 -2.805 -3.658 0.1 0.0 0.3
H 1.083 -3.234 -0.837 -0.1 0.0 -0.3
H 1.670 -4.003 -2.322 -0.1 0.0 0.1
H 0.026 -4.364 -1.758 0.3 0.2 0.1
C -1.772 -2.256 -1.360 0.8 0.1 -0.3
C -2.822 -2.726 -2.333 -0.3 -0.1 -0.3
H -2.177 -1.540 -0.634 0.2 0.0 -0.3
H -1.321 -3.094 -0.811 -0.4 0.2 0.0
H -3.144 -1.914 -2.995 0.2 -0.1 0.2
H -3.707 -3.103 -1.813 0.1 0.0 0.1
H -2.437 -3.537 -2.957 0.0 0.0 0.0
C -3.406 0.480 -4.993 0.3 -0.2 0.0
C -2.142 -1.333 -5.915 0.1 0.4 0.4
C -4.584 0.161 -4.101 -0.3 0.0 0.1
H -3.728 0.454 -6.048 0.2 0.2 0.3
H -3.031 1.487 -4.775 0.0 -0.2 0.0
H -5.026 -0.807 -4.358 0.1 0.1 0.1
H -5.356 0.926 -4.255 0.1 -0.1 0.0
H -4.319 0.171 -3.039 0.0 -0.1 -0.3
C -3.355 -2.193 -6.213 0.0 -0.2 -0.1
H -1.277 -1.963 -5.672 -0.2 0.2 0.0
H -1.886 -0.739 -6.811 0.0 -0.2 0.2
H -3.716 -2.716 -5.322 0.1 0.1 -0.1
H -3.072 -2.941 -6.959 -0.1 0.0 0.0
H -4.168 -1.598 -6.638 0.0 -0.1 0.1
H -0.823 -0.049 -3.324 1.0 1.9 -0.1
Ca 0.047 0.628 -0.705 -0.1 -0.8 0.5
C -0.224 0.929 -3.295 -0.4 -0.5 -0.7
Si 0.456 1.514 -4.973 0.0 -0.2 0.4
H -0.846 1.718 -2.822 0.4 -0.2 -0.1
H 0.735 0.746 -2.762 -0.3 0.2 -0.3
C 1.247 0.030 -5.809 0.1 0.0 -0.1
C 1.777 2.815 -4.620 0.0 0.0 -0.1
C -0.786 2.297 -6.142 -0.1 0.0 -0.1
C 2.438 0.126 -1.197 0.3 0.1 0.1
Si 3.409 1.223 -0.052 -0.2 -0.9 -0.8
H 2.784 0.247 -2.239 0.0 0.0 0.2
H 2.574 -0.948 -0.964 0.0 0.3 0.1
C 4.225 2.614 -1.023 0.1 0.3 0.0
C 4.768 0.277 0.845 0.3 0.0 0.3
C 2.294 1.998 1.273 0.2 0.2 0.2
H -0.231 2.756 -6.975 -0.2 -0.1 0.2
H -1.361 3.086 -5.635 0.1 -0.2 -0.2
H -1.481 1.555 -6.558 0.2 0.3 0.1
H 2.103 -0.341 -5.224 -0.2 0.1 -0.2
H 1.610 0.334 -6.803 0.0 -0.2 0.2
H 0.525 -0.788 -5.941 0.3 0.2 0.0
H 2.376 2.575 -3.730 -0.1 0.0 -0.2
H 1.312 3.800 -4.471 0.1 -0.2 0.0
H 2.459 2.892 -5.480 -0.1 0.1 0.2
H 5.155 -0.526 0.203 -0.1 0.2 0.1
H 4.412 -0.179 1.779 0.1 0.1 -0.1
H 5.605 0.945 1.092 -0.1 -0.2 0.1
H 1.798 1.250 1.909 0.1 0.2 -0.2
H 1.531 2.674 0.851 0.1 -0.1 0.1
H 2.923 2.611 1.937 -0.3 -0.1 -0.1
H 5.112 2.981 -0.487 -0.2 0.0 -0.1
H 3.543 3.463 -1.173 0.2 -0.1 0.0
H 4.551 2.259 -2.011 -0.1 0.1 0.2
C -4.576 1.724 -0.811 0.9 0.1 -0.3
C -5.024 1.310 0.445 0.2 -0.1 0.1
C -4.119 0.799 1.379 0.9 -0.2 0.0
C -2.730 0.687 1.053 -2.1 0.3 0.2
C -2.332 1.083 -0.212 2.6 0.1 -0.5
C -3.195 1.618 -1.135 -2.4 0.1 0.7
C -1.757 0.152 2.042 1.2 -0.4 -0.4
C -2.098 0.108 3.413 0.5 -0.4 0.8
C -1.233 -0.451 4.331 -0.7 0.5 -0.6
C -0.009 -0.992 3.904 0.8 -0.3 -0.8
C 0.945 -1.538 4.800 0.5 -0.3 -0.3
C 2.150 -2.046 4.333 -0.6 0.3 0.4
C 2.418 -2.062 2.947 -0.6 0.2 -0.5
C 1.488 -1.556 2.042 0.5 -0.1 0.3
C 0.290 -0.949 2.496 -0.5 0.5 0.7
N -0.548 -0.297 1.613 -1.0 -0.4 0.3
H -5.272 2.130 -1.541 -0.1 0.0 0.1
H -6.079 1.388 0.707 0.2 0.0 -0.1
H -4.471 0.463 2.354 -0.2 0.1 -0.2
H -2.851 1.973 -2.105 -0.1 -0.1 0.0
H -3.032 0.546 3.737 0.1 -0.1 0.0
H -1.483 -0.483 5.386 0.0 0.1 0.0
H 0.706 -1.543 5.864 0.1 0.0 -0.2
H 2.886 -2.444 5.036 -0.3 0.1 -0.2
H 3.362 -2.477 2.588 -0.4 0.1 0.1
H 1.677 -1.608 0.965 0.0 0.2 0.4
```
Positions in Å, forces in eV/Å.

For the HOMO energy, the calculation gives -6.66 eV. The total charge is 0. As for the relative energy (zero: lowest compared OMol25 entry of this formula, charge and spin): 0.0 kJ/mol. The frontier orbital gap is 6.40 eV. Its total energy is -2674.86830 Ha.


This record from OMol25 describes an isolated ion of composition C11H13BrNO and charge +1. The level of theory is ωB97M-V/def2-TZVPD.

```
27
Properties=species:S:1:pos:R:3:forces:R:3
C 0.083 -3.454 0.786 -1.1 3.4 0.1
C -0.732 -2.661 1.656 2.1 -0.8 -2.8
C 0.589 -2.915 -0.407 -0.6 -1.6 0.4
C -1.040 -1.383 1.232 -1.0 -0.5 1.4
C 0.163 -1.640 -0.863 1.3 -2.0 0.5
C -0.677 -0.918 0.018 0.9 2.0 -2.9
C 0.437 -1.286 -2.228 0.2 0.8 -0.6
C 1.050 1.534 -0.315 0.6 0.5 -0.4
C -1.096 0.456 -0.497 -4.0 0.4 1.7
C -0.526 1.806 1.503 0.7 -0.7 2.9
C 1.404 2.605 -1.000 2.1 -0.4 -0.7
N -0.317 1.636 0.073 1.1 -5.4 1.7
O 0.566 3.581 -1.341 -0.6 0.7 -0.3
Br 2.093 -1.875 -2.978 -1.0 0.2 0.8
H 0.317 -4.413 1.062 0.6 -2.2 0.6
H -1.057 -3.069 2.563 -0.5 -0.4 1.2
H 1.137 -3.667 -1.029 -0.3 1.3 0.4
H -1.677 -0.795 1.863 -0.2 0.3 0.2
H -1.173 0.556 -1.590 0.6 -0.2 0.4
H -2.205 0.690 -0.094 2.3 -0.7 -0.9
H -0.070 0.836 1.956 -1.2 1.8 -0.4
H 0.109 2.673 1.975 -1.4 -1.4 -1.4
H -1.655 1.907 1.652 1.8 -0.1 0.2
H 1.584 0.591 -0.190 -0.1 0.7 0.3
H 2.393 2.785 -1.371 0.6 -0.5 -0.1
H -0.659 2.390 -0.327 -2.2 4.7 -2.8
H 0.957 4.030 -2.110 -0.4 0.2 0.4
```
Positions in Å, forces in eV/Å.

For the HOMO energy (alpha / beta), the calculation gives -11.54 / -11.54 eV. The total charge is +1. As for the relative energy (zero: lowest compared OMol25 entry of this formula, charge and spin): 0.0 kJ/mol. The frontier orbital gap (alpha / beta) is 7.02 / 7.02 eV. Its total energy is -3130.53750 Ha.